C3H4LiO5Pm as an isolated structure, computed with ωB97M-V/def2-TZVPD.

Calculated values
charge: +1
DFT total energy: -1108.57516 a.u.
multiplicity: 6
lowest unoccupied orbital energy (spin up / spin down): -5.190 / -5.180 eV
relative energy (zero: lowest compared OMol25 entry of this formula, charge and spin): 7.3 kcal/mol
orbital gap (spin up / spin down): 6.15 / 6.18 eV
maximum force: 3.20 eV/A

Positions of all 14 atoms, in Å:
O: -3.142 -2.027 -0.061
C: -2.173 -1.027 -0.049
C: -2.569 0.252 -0.510
O: -1.839 1.290 -0.518
H: -3.519 -2.134 0.817
H: -1.570 -1.001 0.872
H: -3.509 0.290 -1.093
Pm: 0.516 2.108 -0.647
O: 0.268 -1.666 -1.681
C: 1.433 -1.135 -1.792
O: 1.665 0.064 -1.324
O: 2.386 -1.731 -2.354
Li: 3.499 -0.190 -2.013
H: -0.800 -1.353 -0.946

An isolated molecule of C6H11N, computed with ωB97M-V/def2-TZVPD.

Calculated values
DFT total energy: -289.93586 a.u.
lowest unoccupied orbital energy: 1.046 eV
relative energy (zero: lowest compared OMol25 entry of this formula, charge and spin): 22.5 kcal/mol
orbital gap: 10.02 eV
structure (SMILES): [H]/N=C(/C)C/C=C\C
maximum force: 1.96 eV/A

Positions of all 18 atoms, in Å:
C: 0.199 -0.764 0.990
C: 2.077 -0.611 -0.802
C: -1.907 1.241 -0.002
C: 1.275 0.106 0.238
C: -0.819 -1.030 -0.065
C: -1.674 -0.128 -0.551
N: 1.554 1.297 0.515
H: 0.984 1.740 1.232
H: 0.653 -1.691 1.340
H: -0.213 -0.174 1.811
H: -0.741 -1.990 -0.557
H: -2.318 -0.421 -1.369
H: 2.858 0.045 -1.174
H: 2.532 -1.506 -0.380
H: 1.430 -0.915 -1.623
H: -1.736 1.279 1.073
H: -1.228 1.955 -0.473
H: -2.925 1.568 -0.201

C28H27N3O6RbS2 as an isolated structure, computed with ωB97M-V/def2-TZVPD.

Calculated values
charge: -1
DFT total energy: -2519.48060 a.u.
lowest unoccupied orbital energy: 1.772 eV
relative energy (zero: lowest compared OMol25 entry of this formula, charge and spin): 7.7 kcal/mol
orbital gap: 5.50 eV
maximum force: 1.17 eV/A

Positions of all 67 atoms, in Å:
Rb: -1.921 1.491 0.223
O: -2.182 -3.382 -3.286
C: -2.405 -2.256 -2.593
O: -2.025 -1.167 -2.936
C: -3.162 -2.541 -1.314
O: -2.865 -1.553 -0.381
C: -3.568 -1.742 0.852
C: -3.370 -0.419 1.616
O: -2.377 -0.369 2.377
O: -4.132 0.510 1.279
H: -1.548 -3.194 -4.012
H: -4.236 -2.579 -1.546
H: -2.870 -3.538 -0.960
H: -4.628 -1.919 0.646
H: -3.131 -2.590 1.390
S: -0.368 5.737 3.328
C: -1.088 4.584 4.401
C: -1.415 4.698 5.749
C: -2.000 3.612 6.375
C: -2.256 2.430 5.670
C: -1.931 2.311 4.332
C: -1.336 3.402 3.692
N: -0.954 3.417 2.361
C: -0.437 4.548 2.012
C: 0.056 4.901 0.662
C: 0.929 5.995 0.562
C: 1.416 6.384 -0.672
C: 1.017 5.664 -1.796
C: 0.159 4.580 -1.659
C: -0.379 4.124 -0.436
H: -1.220 5.613 6.295
H: -2.266 3.680 7.424
H: -2.721 1.595 6.179
H: -2.131 1.404 3.770
H: 1.252 6.536 1.448
H: 2.096 7.223 -0.757
H: 1.385 5.952 -2.778
H: -0.105 4.053 -2.577
C: 1.677 -2.374 1.600
C: 1.309 -3.074 0.297
C: 0.495 -2.193 -0.637
N: 1.266 -1.031 -1.088
C: 1.161 -0.384 -2.263
S: 1.485 1.215 -2.454
N: 0.721 -1.145 -3.368
C: 0.963 -2.427 -3.743
O: 0.206 -2.991 -4.528
C: 2.165 -3.123 -3.195
C: 3.338 -2.435 -2.907
C: 4.438 -3.128 -2.424
C: 4.360 -4.498 -2.217
C: 3.189 -5.185 -2.511
C: 2.093 -4.499 -3.010
H: 2.191 -3.055 2.279
H: 0.788 -1.996 2.111
H: 2.351 -1.531 1.432
H: 0.707 -3.960 0.516
H: 2.207 -3.420 -0.224
H: -0.411 -1.845 -0.132
H: 0.177 -2.765 -1.506
H: 1.575 -0.407 -0.356
H: -0.002 -0.682 -3.903
H: 3.393 -1.365 -3.066
H: 5.353 -2.595 -2.203
H: 5.217 -5.034 -1.828
H: 3.132 -6.254 -2.352
H: 1.174 -5.014 -3.260

A 3-piece molecular cluster, H7NO2 overall, computed with ωB97M-V/def2-TZVPD.

Calculated values
charge: +1
DFT total energy: -209.03859 a.u.
multiplicity: 2
lowest unoccupied orbital energy (spin up / spin down): -3.717 / -10.675 eV
relative energy (zero: lowest compared OMol25 entry of this formula, charge and spin): 1.2 kcal/mol
orbital gap (spin up / spin down): 13.66 / 5.26 eV
maximum force: 2.22 eV/A

Positions of all 10 atoms, in Å:
N: 0.564 0.903 -0.753
H: 0.214 1.570 -0.059
H: 1.583 1.024 -0.763
H: 0.245 1.275 -1.654
H: -0.606 -0.619 1.347
H: -1.300 0.335 2.412
O: -1.143 0.194 1.463
H: 0.501 -0.815 -0.670
H: 0.001 -2.290 -0.993
O: -0.058 -1.577 -0.329

A 12-piece molecular cluster, C63H111N3O21 overall, computed with ωB97M-V/def2-TZVPD.

Calculated values
DFT total energy: -4211.45350 a.u.
lowest unoccupied orbital energy: 0.132 eV
relative energy (zero: lowest compared OMol25 entry of this formula, charge and spin): 0.0 kcal/mol
orbital gap: 8.55 eV
structure (SMILES): CC1(C)CCCC(C)(C)N1O.CC1(C)CCCC(C)(C)N1O.CC1(C)CCCC(C)(C)N1O.O=C1CCCO1.O=C1CCCO1.O=C1CCCO1.O=C1CCCO1.O=C1CCCO1.O=C1CCCO1.O=C1CCCO1.O=C1CCCO1.O=C1CCCO1
maximum force: 1.80 eV/A

Positions of all 198 atoms, in Å:
C: -4.216 -4.087 -6.460
C: -4.280 -2.928 -5.467
C: -5.387 -3.260 -4.456
C: -5.388 -2.319 -3.266
C: -4.031 -2.266 -2.586
C: -2.896 -1.956 -3.577
N: -3.029 -2.815 -4.736
O: -1.929 -2.623 -5.609
C: -2.934 -0.453 -3.950
C: -1.612 -2.214 -2.828
C: -4.668 -1.659 -6.256
H: -5.179 -4.184 -6.954
H: -3.917 -4.999 -5.939
H: -3.475 -3.910 -7.243
H: -6.350 -3.342 -4.956
H: -5.108 -4.232 -4.027
H: -6.119 -2.652 -2.525
H: -5.680 -1.298 -3.537
H: -3.803 -3.243 -2.146
H: -4.053 -1.469 -1.841
H: -3.925 -0.001 -3.958
H: -2.260 0.129 -3.316
H: -2.523 -0.310 -4.955
H: -1.615 -1.715 -1.862
H: -1.460 -3.280 -2.610
H: -0.705 -1.932 -3.365
H: -5.338 -1.913 -7.086
H: -3.804 -1.205 -6.743
H: -5.228 -0.918 -5.685
H: -1.500 -3.486 -5.634
C: 6.184 3.974 1.159
C: 7.067 2.812 0.727
C: 8.277 2.694 1.673
C: 7.908 2.137 3.038
C: 7.378 0.718 2.849
C: 6.137 0.762 1.940
N: 6.484 1.470 0.719
O: 5.477 1.361 -0.276
C: 5.801 -0.705 1.604
C: 4.914 1.326 2.683
C: 7.662 3.089 -0.657
H: 6.724 4.902 0.943
H: 5.956 3.975 2.221
H: 5.265 4.108 0.584
H: 9.044 2.064 1.222
H: 8.727 3.677 1.847
H: 7.238 2.764 3.625
H: 8.809 2.068 3.660
H: 7.039 0.302 3.801
H: 8.152 0.088 2.411
H: 5.670 -1.185 2.575
H: 4.889 -0.855 1.027
H: 6.664 -1.171 1.121
H: 4.614 0.729 3.544
H: 5.072 2.351 3.009
H: 4.101 1.343 1.950
H: 8.123 4.075 -0.697
H: 6.875 3.101 -1.412
H: 8.365 2.310 -0.946
H: 5.657 0.528 -0.723
C: -4.492 1.547 2.768
C: -4.729 0.038 2.756
C: -5.777 -0.190 3.871
C: -6.385 -1.577 3.853
C: -7.067 -1.747 2.507
C: -6.099 -1.599 1.324
N: -5.362 -0.352 1.502
O: -4.587 0.014 0.375
C: -5.216 -2.861 1.241
C: -6.939 -1.538 0.047
C: -3.423 -0.708 3.052
H: -4.110 1.887 3.735
H: -5.446 2.075 2.672
H: -3.845 1.936 1.979
H: -5.295 0.083 4.810
H: -6.574 0.520 3.643
H: -7.128 -1.621 4.655
H: -5.667 -2.371 4.071
H: -7.809 -0.950 2.389
H: -7.602 -2.695 2.433
H: -4.457 -2.687 0.472
H: -4.744 -3.248 2.142
H: -5.830 -3.702 0.900
H: -7.685 -0.748 0.098
H: -6.229 -1.314 -0.757
H: -7.307 -2.518 -0.247
H: -2.618 -0.375 2.394
H: -3.580 -1.781 3.009
H: -3.108 -0.464 4.073
H: -5.116 0.688 -0.065
O: 4.038 6.409 -1.869
C: 3.598 5.324 -1.642
O: 2.626 5.124 -0.712
C: 2.162 3.767 -0.774
C: 2.573 3.275 -2.158
C: 3.904 3.990 -2.332
H: 1.080 3.688 -0.661
H: 2.626 3.218 0.050
H: 1.869 3.518 -2.951
H: 2.750 2.197 -2.148
H: 4.296 4.198 -3.322
H: 4.666 3.516 -1.713
O: 1.179 -5.110 -4.114
C: 1.793 -4.259 -3.547
O: 2.463 -3.294 -4.231
C: 3.234 -2.460 -3.375
C: 2.574 -2.627 -1.989
C: 1.991 -4.030 -2.050
H: 3.269 -1.397 -3.605
H: 4.260 -2.842 -3.367
H: 1.797 -1.866 -1.942
H: 3.287 -2.536 -1.171
H: 1.001 -4.030 -1.595
H: 2.547 -4.874 -1.646
O: 0.988 2.843 4.611
C: 0.690 1.757 5.004
O: 0.126 0.833 4.182
C: 0.014 -0.462 4.844
C: 0.071 -0.087 6.310
C: 1.041 1.078 6.331
H: 0.891 -1.066 4.614
H: -0.907 -0.953 4.548
H: 0.396 -0.916 6.939
H: -0.922 0.238 6.635
H: 2.083 0.793 6.156
H: 0.961 1.726 7.196
O: 1.440 -1.802 1.018
C: 0.789 -0.834 0.732
O: -0.364 -0.992 0.046
C: -1.029 0.282 -0.096
C: -0.337 1.225 0.882
C: 1.057 0.622 1.007
H: -2.083 0.152 0.160
H: -1.047 0.587 -1.145
H: -0.906 1.223 1.812
H: -0.282 2.275 0.586
H: 1.448 0.744 2.016
H: 1.799 0.978 0.291
O: 2.653 -2.083 5.629
C: 3.191 -2.803 4.833
O: 3.849 -3.918 5.211
C: 4.124 -4.726 4.044
C: 4.196 -3.718 2.912
C: 3.195 -2.653 3.313
H: 3.374 -5.503 3.900
H: 5.085 -5.209 4.212
H: 4.022 -4.173 1.934
H: 5.222 -3.352 2.806
H: 2.213 -2.871 2.907
H: 3.384 -1.599 3.122
O: 0.760 0.317 -3.081
C: 1.119 0.371 -4.227
O: 1.973 1.300 -4.685
C: 2.199 1.129 -6.083
C: 1.811 -0.326 -6.384
C: 0.751 -0.598 -5.315
H: 3.240 1.301 -6.351
H: 1.614 1.839 -6.671
H: 2.690 -0.954 -6.227
H: 1.490 -0.484 -7.411
H: 0.823 -1.644 -5.028
H: -0.263 -0.436 -5.683
O: -1.069 6.023 -4.116
C: -1.105 5.103 -3.357
O: -0.628 3.877 -3.667
C: -1.022 2.908 -2.679
C: -1.978 3.616 -1.730
C: -1.652 5.104 -1.940
H: -0.157 2.461 -2.189
H: -1.514 2.112 -3.239
H: -1.921 3.220 -0.716
H: -3.019 3.492 -2.043
H: -0.868 5.487 -1.290
H: -2.569 5.681 -1.911
O: -0.536 4.967 1.005
C: -1.500 5.203 1.666
O: -2.278 6.288 1.415
C: -3.291 6.418 2.411
C: -3.502 5.000 2.905
C: -2.096 4.418 2.828
H: -4.180 6.865 1.969
H: -3.004 7.104 3.214
H: -4.175 4.458 2.236
H: -3.989 4.934 3.879
H: -2.107 3.341 2.687
H: -1.469 4.624 3.700
O: 1.220 -5.822 1.280
C: 0.409 -5.014 1.609
O: 0.421 -4.441 2.835
C: -0.627 -3.470 2.960
C: -1.630 -3.787 1.844
C: -0.731 -4.439 0.801
H: -0.199 -2.486 2.753
H: -1.025 -3.480 3.971
H: -2.098 -2.864 1.506
H: -2.410 -4.435 2.248
H: -0.298 -3.680 0.145
H: -1.247 -5.156 0.167

A 8-piece molecular cluster, C23H50F2NO15P overall, computed with ωB97M-V/def2-TZVPD.

Calculated values
DFT total energy: -2630.05879 a.u.
lowest unoccupied orbital energy: -1.412 eV
orbital gap: 7.39 eV
structure (SMILES): COCCCO[P@](=O)(OC[C@@H](C)OCc1ccccc1)ON(C(=O)F)C(=O)F.CO.CO.CO.CO.CO.CO.CO
maximum force: 10.50 eV/A

Positions of all 92 atoms, in Å:
C: 5.140 2.379 -0.448
O: 5.680 1.161 -1.095
C: 4.641 0.087 -1.132
C: 5.297 -1.419 -1.384
C: 4.180 -2.490 -2.017
O: 2.867 -2.014 -1.553
P: 1.557 -2.844 -2.396
O: 1.912 -4.416 -2.349
O: 1.389 -2.384 -4.066
C: 0.063 -1.826 -4.369
C: 0.148 -0.189 -4.100
C: 0.404 0.675 -5.487
O: -0.995 0.318 -3.294
C: -0.421 0.852 -2.049
C: -1.506 1.497 -1.002
C: -2.317 0.576 0.097
C: -3.393 1.158 1.212
C: -3.667 2.800 1.212
C: -2.886 3.790 0.116
C: -1.814 3.119 -0.975
O: 0.132 -2.629 -1.420
N: -0.193 -3.739 -0.734
C: -1.371 -4.338 -1.527
O: -1.511 -5.643 -1.792
F: -2.426 -3.409 -2.047
C: -0.869 -3.197 0.543
O: -2.102 -3.526 0.938
F: -0.064 -2.199 1.319
H: 5.982 3.211 -0.457
H: 4.189 2.754 -1.056
H: 4.805 2.201 0.676
H: 4.099 0.099 -0.083
H: 3.850 0.369 -1.959
H: 5.664 -1.781 -0.311
H: 6.255 -1.340 -2.050
H: 4.313 -2.526 -3.179
H: 4.495 -3.546 -1.598
H: -0.119 -2.002 -5.535
H: -0.834 -2.346 -3.826
H: 1.115 -0.021 -3.421
H: 1.566 0.934 -5.515
H: -0.178 1.693 -5.525
H: 0.178 0.065 -6.471
H: 0.155 -0.003 -1.447
H: 0.366 1.712 -2.303
H: -2.106 -0.580 0.120
H: -3.930 0.450 2.005
H: -4.415 3.257 2.014
H: -3.069 4.949 0.142
H: -1.269 3.860 -1.718
C: 6.193 -2.889 -6.278
O: 5.307 -3.178 -5.212
H: 7.069 -2.370 -5.882
H: 6.508 -3.821 -6.754
H: 5.690 -2.248 -7.006
H: 4.540 -3.638 -5.594
C: -4.284 -3.413 3.583
O: -5.338 -2.486 3.402
H: -3.484 -3.184 2.876
H: -3.900 -3.336 4.603
H: -4.652 -4.425 3.397
H: -6.033 -2.714 4.042
C: -3.858 2.399 5.320
O: -4.547 3.442 4.654
H: -2.931 2.186 4.782
H: -3.620 2.712 6.340
H: -4.481 1.503 5.338
H: -5.363 3.609 5.154
C: -0.127 2.294 2.698
O: -0.098 3.357 1.764
H: 0.637 2.469 3.460
H: -1.110 2.252 3.174
H: 0.083 1.352 2.186
H: -0.786 3.174 1.101
C: -1.425 5.610 4.656
O: -2.311 5.321 5.722
H: -0.549 6.128 5.052
H: -1.110 4.678 4.181
H: -1.927 6.251 3.928
H: -3.078 4.861 5.341
C: 4.955 -6.540 -3.871
O: 6.084 -5.822 -4.333
H: 5.066 -7.592 -4.146
H: 4.888 -6.455 -2.784
H: 4.051 -6.138 -4.335
H: 5.957 -4.893 -4.075
C: -6.637 4.523 7.750
O: -6.936 4.799 6.394
H: -5.714 3.940 7.799
H: -6.502 5.461 8.293
H: -7.453 3.947 8.194
H: -7.759 5.317 6.383